{"formula": "C4H11N2O", "method": "ωB97M-V/def2-TZVPD", "symbols": ["N", "C", "C", "C", "N", "C", "O", "H", "H", "H", "H", "H", "H", "H", "H", "H", "H", "H"], "xyz": [[1.65634, 0.64371, 0.72372], [0.95281, 1.54120, -0.19939], [-0.59338, 1.35958, -0.36040], [-1.16985, 0.02166, 0.12444], [-0.77678, -1.07158, -0.77535], [-0.21055, -2.29523, 0.00109], [0.46086, -2.00232, 1.11616], [1.39666, 0.88226, 1.68351], [1.36868, -0.31540, 0.56872], [1.38462, 1.44813, -1.19850], [1.12043, 2.57832, 0.12953], [-1.09113, 2.15765, 0.21096], [-0.89739, 1.50350, -1.38756], [-0.71174, -0.16739, 1.09378], [-2.25846, 0.09991, 0.15764], [0.02343, -0.74277, -1.29589], [-1.10716, -2.90151, 0.18791], [0.45262, -2.73972, -0.78037]], "smiles": "NCCCNC[O-]", "total_charge": -1, "orbital_gap_ev": 7.0, "spin_multiplicity": 1, "largest_force_ev_per_a": 1.31, "homo_energy_ha": -0.1043, "mol_weight_g_mol": 103.1, "total_energy_ev": -9353.62195}



{"formula": "C2H4NO2", "method": "ωB97M-V/def2-TZVPD", "symbols": ["C", "C", "O", "N", "O", "H", "H", "H", "H"], "xyz": [[0.54971, -0.78776, 0.42504], [-0.62249, 0.13565, 0.50667], [-1.54267, 0.24417, 1.17747], [-0.51466, 1.09315, -0.81441], [-0.84711, 0.87574, -1.92600], [0.13994, -1.82330, 0.44273], [1.29228, -0.69763, 1.30248], [1.24734, -0.86520, -0.47710], [0.29767, 1.82518, -0.63689]], "smiles": "CC(=O)[NH+]=O", "total_charge": 1, "orbital_gap_ev": 8.9, "spin_multiplicity": 1, "largest_force_ev_per_a": 2.79, "homo_energy_ha": -0.6243, "mol_weight_g_mol": 74.1, "total_energy_ev": -7712.03814}



Q: Number 2 is which compound?
A: C2H4NO2